The following is a quantum chemistry calculation of 14 unconnected molecules or ions with the total composition C56H112O14 in a non-equilibrium geometry, from the Open Molecules 2025 dataset.

Summary:
Multiplicity   1
Charge   0
HOMO   -9.352 eV
Molecular weight   1009.5 g mol⁻¹
ΔE to the lowest compared entry with this formula, charge and spin   213.3 kJ/mol
HOMO-LUMO gap   9.76 eV

Last column: Löwdin charge in e.
Geometry (Å):
C1 0.0503 -4.2860 -0.3228  -0.175
C2 1.2295 -5.1221 0.0910  -0.141
C3 1.4872 -4.4474 1.4371  -0.213
O1 0.1832 -4.1948 1.9365  -0.132
C4 -0.8146 -4.1483 0.9032  -0.177
H1 -0.5190 -4.8644 -1.0504  0.095
H2 0.2918 -3.3023 -0.7254  0.112
H3 2.0968 -5.1399 -0.5691  0.099
H4 0.9569 -6.1535 0.3145  0.124
H5 1.9774 -3.4862 1.2827  0.088
H6 2.1935 -5.0283 2.0302  0.126
H7 -1.3887 -3.2246 0.8310  0.093
H8 -1.5541 -4.9398 1.0250  0.117
C5 -6.0305 -1.5076 1.2803  -0.189
C6 -4.7302 -1.2154 1.9806  -0.158
C7 -4.3828 -2.5188 2.6878  -0.219
O2 -5.5128 -3.2844 2.5589  -0.129
C8 -6.6702 -2.5000 2.1966  -0.165
H9 -5.8345 -1.9285 0.2941  0.087
H10 -6.6762 -0.6590 1.0545  0.115
H11 -4.8049 -0.3546 2.6451  0.102
H12 -4.0169 -0.9167 1.2125  0.093
H13 -4.1323 -2.2865 3.7229  0.103
H14 -3.5013 -2.9511 2.2144  0.113
H15 -7.2042 -2.0990 3.0580  0.122
H16 -7.3909 -3.1437 1.6923  0.121
C9 -3.7271 -5.3167 -1.3946  -0.187
C10 -2.9235 -4.8839 -2.5764  -0.150
C11 -2.6276 -3.4107 -2.3668  -0.197
O3 -3.2741 -3.1192 -1.1153  -0.171
C12 -4.3193 -4.0836 -0.8088  -0.179
H17 -3.1057 -5.7612 -0.6172  0.107
H18 -4.5552 -5.9947 -1.6010  0.120
H19 -3.5057 -5.0324 -3.4859  0.118
H20 -1.9734 -5.4167 -2.5380  0.103
H21 -3.0011 -2.7015 -3.1056  0.102
H22 -1.5705 -3.1988 -2.2061  0.089
H23 -5.2937 -3.9204 -1.2692  0.119
H24 -4.5129 -4.0995 0.2638  0.113
C13 -1.1799 0.1959 -4.8401  -0.156
C14 -0.6505 -1.2273 -4.7899  -0.154
C15 -0.2871 -1.5539 -6.2255  -0.156
O4 0.1113 -0.2482 -6.7136  -0.149
C16 -0.7547 0.7292 -6.2188  -0.212
H25 -0.7107 0.8345 -4.0917  0.076
H26 -2.2648 0.2773 -4.7744  0.095
H27 -1.4381 -1.8921 -4.4354  0.089
H28 0.2501 -1.2039 -4.1763  0.110
H29 -1.0781 -1.9525 -6.8608  0.118
H30 0.5486 -2.2482 -6.3125  0.121
H31 -1.6530 0.8734 -6.8191  0.112
H32 -0.3101 1.7219 -6.1483  0.112
C17 1.7761 3.1983 3.8141  -0.165
C18 1.0756 3.1725 2.5073  -0.173
C19 1.2282 4.5708 1.8600  -0.164
O5 1.9408 5.3122 2.8458  -0.149
C20 1.8436 4.6847 4.1194  -0.175
H33 2.7614 2.7667 3.6377  0.086
H34 1.2772 2.5227 4.5090  0.111
H35 0.0287 2.9811 2.7429  0.086
H36 1.4761 2.3624 1.8977  0.086
H37 0.2586 5.0028 1.6120  0.109
H38 1.8907 4.5260 0.9956  0.100
H39 0.8998 5.0638 4.5114  0.117
H40 2.6610 5.0174 4.7592  0.124
C21 4.5922 0.9895 -5.6241  -0.176
C22 3.3612 0.2322 -5.2180  -0.182
C23 2.8920 1.0541 -4.0536  -0.183
O6 4.1393 1.2659 -3.3910  -0.145
C24 5.1981 1.3703 -4.2880  -0.219
H41 4.3274 1.8578 -6.2273  0.116
H42 5.2428 0.3308 -6.1995  0.114
H43 3.6165 -0.8133 -5.0454  0.121
H44 2.6448 0.2217 -6.0394  0.106
H45 2.1879 0.5612 -3.3832  0.109
H46 2.4058 1.9538 -4.4307  0.114
H47 5.9422 0.6114 -4.0463  0.119
H48 5.6390 2.3671 -4.2796  0.120
C25 -0.2512 -0.2274 4.4932  -0.179
C26 -1.5289 0.3959 4.0291  -0.159
C27 -2.5843 -0.2612 4.9730  -0.162
O7 -2.1637 -1.6288 4.8940  -0.158
C28 -0.7310 -1.6854 4.7923  -0.162
H49 0.2012 0.1982 5.3889  0.113
H50 0.5230 -0.0292 3.7519  0.082
H51 -1.7069 0.1689 2.9780  0.105
H52 -1.4623 1.4771 4.1505  0.093
H53 -3.6403 -0.1723 4.7178  0.102
H54 -2.5569 0.0367 6.0212  0.119
H55 -0.4482 -2.2303 3.8916  0.102
H56 -0.2180 -2.1983 5.6058  0.111
C29 -4.8279 0.1066 -1.7857  -0.170
C30 -5.1300 0.5431 -3.2369  -0.128
C31 -4.4604 1.9131 -3.1901  -0.229
O8 -4.6728 2.3969 -1.8884  -0.135
C32 -4.7184 1.3147 -0.9380  -0.199
H57 -3.9465 -0.5325 -1.7342  0.099
H58 -5.6370 -0.5180 -1.4072  0.098
H59 -6.2020 0.7034 -3.3515  0.113
H60 -4.7356 -0.0824 -4.0376  0.104
H61 -4.9644 2.5760 -3.8934  0.126
H62 -3.3987 1.7865 -3.4019  0.094
H63 -5.5228 1.4820 -0.2217  0.115
H64 -3.8157 1.2480 -0.3306  0.097
C33 -0.9225 -0.1382 0.0680  -0.123
C34 0.3800 -0.4087 0.8340  -0.145
C35 1.4447 -0.1990 -0.2091  -0.193
O9 0.8616 -0.6234 -1.4263  -0.144
C36 -0.5426 -0.3228 -1.4120  -0.178
H65 -1.3669 0.8243 0.3214  0.100
H66 -1.5598 -0.9962 0.2818  0.088
H67 0.3943 -1.4155 1.2514  0.101
H68 0.4731 0.2195 1.7198  0.077
H69 2.3769 -0.7470 -0.0716  0.110
H70 1.7145 0.8498 -0.3333  0.104
H71 -1.1277 -1.0412 -1.9861  0.096
H72 -0.7582 0.6559 -1.8409  0.084
C37 3.4028 -1.7821 3.4881  -0.147
C38 3.1688 -2.0023 4.9671  -0.160
C39 3.9037 -0.8439 5.6026  -0.205
O10 3.7037 0.2394 4.7006  -0.141
C40 3.7420 -0.2719 3.3426  -0.161
H73 2.5457 -2.1331 2.9135  0.088
H74 4.2606 -2.3092 3.0704  0.097
H75 3.4974 -2.9581 5.3752  0.117
H76 2.0915 -1.9764 5.1312  0.089
H77 4.9390 -1.1071 5.8195  0.120
H78 3.4257 -0.6225 6.5569  0.119
H79 4.6623 -0.0375 2.8076  0.104
H80 2.9499 0.2279 2.7851  0.092
C41 4.1948 2.3133 0.1219  -0.160
C42 4.7258 3.4924 0.8919  -0.181
C43 5.4134 2.8068 2.0557  -0.172
O11 5.9812 1.6492 1.4182  -0.135
C44 5.4956 1.4956 0.1054  -0.200
H81 3.9475 2.6346 -0.8899  0.104
H82 3.3690 1.8378 0.6510  0.084
H83 4.0449 4.2174 1.3377  0.101
H84 5.4252 4.0715 0.2889  0.121
H85 4.6660 2.5804 2.8161  0.095
H86 6.1603 3.4669 2.4965  0.124
H87 5.3224 0.4928 -0.2851  0.106
H88 6.1507 2.0071 -0.5998  0.118
C45 4.2246 -2.8520 -1.0576  -0.116
C46 4.8320 -4.2817 -1.2028  -0.166
C47 5.1483 -4.7527 0.2135  -0.203
O12 5.1238 -3.5565 0.9605  -0.155
C48 5.0454 -2.3927 0.1816  -0.200
H89 3.1608 -2.8310 -0.8209  0.085
H90 4.4074 -2.3476 -2.0064  0.107
H91 5.7922 -4.2657 -1.7183  0.106
H92 4.2479 -5.0147 -1.7592  0.101
H93 6.1077 -5.2607 0.3117  0.116
H94 4.3934 -5.4663 0.5435  0.103
H95 6.0715 -2.1247 -0.0702  0.124
H96 4.5820 -1.6043 0.7747  0.093
C49 -1.2309 3.8459 -2.4966  -0.139
C50 0.1346 3.2420 -2.8916  -0.167
C51 1.0854 4.4002 -2.6240  -0.180
O13 0.4607 5.2028 -1.6019  -0.148
C52 -0.9484 5.1879 -1.7956  -0.181
H97 -1.8091 3.1871 -1.8487  0.092
H98 -1.8157 4.0733 -3.3878  0.109
H99 0.1922 2.9335 -3.9354  0.087
H100 0.4034 2.3441 -2.3351  0.084
H101 1.1445 4.9576 -3.5588  0.116
H102 2.1136 4.1268 -2.3868  0.115
H103 -1.1748 6.0382 -2.4388  0.116
H104 -1.4501 5.2942 -0.8338  0.108
C53 -3.1234 3.2536 1.9260  -0.177
C54 -4.1512 4.0446 1.1262  -0.149
C55 -4.3023 5.3045 1.9963  -0.167
O14 -4.0017 4.8606 3.3359  -0.125
C56 -2.9565 3.9417 3.2548  -0.231
H105 -2.1612 3.1187 1.4319  0.096
H106 -3.5460 2.2558 2.0440  0.096
H107 -5.0636 3.4843 0.9223  0.100
H108 -3.7540 4.2800 0.1388  0.097
H109 -5.2692 5.7991 1.9043  0.118
H110 -3.6253 6.1103 1.7124  0.113
H111 -3.0173 3.1841 4.0361  0.110
H112 -2.0313 4.5043 3.3792  0.114